{"formula": "C48H90F24N9O16S8", "method": "ωB97M-V/def2-TZVPD", "symbols": ["C", "C", "C", "N", "C", "C", "C", "C", "C", "H", "H", "H", "H", "H", "H", "H", "H", "H", "H", "H", "H", "H", "H", "H", "H", "H", "H", "C", "C", "C", "N", "C", "C", "C", "C", "C", "H", "H", "H", "H", "H", "H", "H", "H", "H", "H", "H", "H", "H", "H", "H", "H", "H", "H", "C", "C", "C", "N", "C", "C", "C", "C", "C", "H", "H", "H", "H", "H", "H", "H", "H", "H", "H", "H", "H", "H", "H", "H", "H", "H", "H", "C", "C", "C", "N", "C", "C", "C", "C", "C", "H", "H", "H", "H", "H", "H", "H", "H", "H", "H", "H", "H", "H", "H", "H", "H", "H", "H", "C", "C", "C", "N", "C", "C", "C", "C", "C", "H", "H", "H", "H", "H", "H", "H", "H", "H", "H", "H", "H", "H", "H", "H", "H", "H", "H", "C", "F", "F", "F", "S", "O", "O", "N", "S", "O", "O", "C", "F", "F", "F", "C", "F", "F", "F", "S", "O", "O", "N", "S", "O", "O", "C", "F", "F", "F", "C", "F", "F", "F", "S", "O", "O", "N", "S", "O", "O", "C", "F", "F", "F", "C", "F", "F", "F", "S", "O", "O", "N", "S", "O", "O", "C", "F", "F", "F"], "positions_angstrom": [[3.2399, -1.1897, 4.5630], [3.8310, 0.2079, 4.7596], [3.0576, 1.2528, 3.9634], [3.5476, 2.7400, 4.1939], [3.3649, 3.1916, 5.6817], [2.8434, 3.6694, 3.1820], [3.6714, 3.4815, 1.8500], [5.1608, 3.1735, 2.3057], [5.0121, 2.9282, 3.8113], [2.1669, -1.3397, 4.6829], [3.6861, -1.8873, 5.2717], [3.5049, -1.5836, 3.5818], [4.8757, 0.0338, 4.5021], [3.7690, 0.4906, 5.8105], [2.0278, 1.4264, 4.2756], [3.2472, 1.1861, 2.8921], [4.1460, 2.6105, 6.1719], [2.3355, 3.0287, 6.0008], [3.5141, 4.2704, 5.7292], [2.9304, 4.6740, 3.5958], [1.7715, 3.4752, 3.1466], [3.5447, 4.3316, 1.1797], [3.2524, 2.6550, 1.2761], [5.8710, 3.9846, 2.1446], [5.5849, 2.2993, 1.8116], [5.3412, 3.8126, 4.3568], [5.6314, 2.0752, 4.0890], [-1.1112, 2.4728, -7.1043], [-0.8304, 1.8647, -5.7037], [-2.0640, 1.7245, -4.8875], [-1.9235, 0.6036, -3.7955], [-1.0152, 1.0530, -2.7081], [-1.6159, -0.7913, -4.2972], [-2.3041, -1.8362, -3.4095], [-3.5105, -1.1538, -2.9262], [-3.2471, 0.3360, -3.0684], [-1.8732, 3.2237, -7.3131], [-1.2145, 1.5873, -7.7315], [-0.1375, 2.8151, -7.4547], [-0.1833, 2.5750, -5.1891], [-0.1672, 1.0073, -5.8188], [-2.9274, 1.4265, -5.4823], [-2.3624, 2.6649, -4.4241], [-0.9333, 0.2554, -1.9696], [-1.3178, 1.9759, -2.2133], [-0.0391, 1.2073, -3.1681], [-0.5694, -1.0686, -4.1709], [-1.9895, -0.8992, -5.3155], [-1.6370, -2.1075, -2.5913], [-2.5747, -2.7902, -3.8618], [-3.7983, -1.6364, -1.9922], [-4.2592, -1.3960, -3.6805], [-3.4167, 0.9755, -2.2022], [-4.0225, 0.7011, -3.7420], [7.2351, -6.8810, -5.0763], [6.1233, -6.4986, -4.0587], [4.6986, -6.1556, -4.6494], [3.6311, -6.1434, -3.5363], [4.1480, -5.4350, -2.2587], [2.9871, -7.5502, -3.1655], [1.3966, -7.4221, -3.1962], [1.1820, -5.9913, -3.1966], [2.3485, -5.3751, -4.0504], [8.0595, -7.1770, -4.4276], [7.5583, -6.0616, -5.7184], [6.9748, -7.7574, -5.6698], [6.4492, -5.6239, -3.4959], [5.9939, -7.3902, -3.4452], [4.3648, -6.9046, -5.3676], [4.7418, -5.1644, -5.1007], [4.9376, -6.0325, -1.8029], [3.2907, -5.3593, -1.5898], [4.4729, -4.4055, -2.4095], [3.4018, -8.0479, -2.2889], [3.3131, -8.0866, -4.0566], [0.8288, -7.8582, -2.3743], [0.9736, -7.9360, -4.0595], [1.0835, -5.5387, -2.2099], [0.2130, -5.8158, -3.6639], [2.6245, -4.3227, -3.9840], [2.1888, -5.5549, -5.1136], [1.8306, -4.7308, 4.0646], [0.5759, -4.4361, 3.1864], [-0.7963, -4.9833, 3.6926], [-2.0243, -4.7176, 2.8935], [-2.0718, -5.6949, 1.6529], [-2.2211, -3.2883, 2.3763], [-3.7253, -3.0215, 2.3972], [-4.3952, -4.2416, 3.1415], [-3.2664, -4.9116, 3.8476], [1.5910, -4.4352, 5.0860], [2.6880, -4.0755, 3.9109], [2.1991, -5.7566, 4.0681], [0.7701, -4.9445, 2.2421], [0.3089, -3.3931, 3.0162], [-0.9493, -4.2844, 4.5150], [-0.7596, -5.9739, 4.1458], [-1.2649, -5.4718, 0.9549], [-3.0708, -5.6511, 1.2191], [-1.9405, -6.7260, 1.9810], [-1.6946, -3.2630, 1.4222], [-1.7002, -2.6958, 3.1284], [-4.2108, -2.9569, 1.4234], [-3.7580, -2.1057, 2.9875], [-4.9710, -4.8829, 2.4741], [-5.1249, -3.8074, 3.8250], [-3.4487, -5.9541, 4.1084], [-3.0559, -4.2572, 4.6935], [-9.2869, 5.9943, -0.6616], [-8.3643, 5.0335, 0.1081], [-6.9481, 5.3405, -0.3417], [-5.8497, 4.6370, 0.5119], [-5.9340, 3.0921, 0.4629], [-5.9535, 5.0848, 1.9650], [-5.1985, 6.4326, 2.0149], [-4.1592, 6.3359, 0.9213], [-4.3833, 4.9854, 0.1928], [-10.3230, 5.9210, -0.3312], [-9.3680, 5.6489, -1.6923], [-8.9340, 7.0249, -0.6221], [-8.5081, 3.9978, -0.1996], [-8.5024, 5.0672, 1.1888], [-6.6458, 6.3853, -0.2704], [-6.6209, 5.0205, -1.3310], [-6.7287, 2.7873, 1.1439], [-5.0669, 2.6608, 0.9631], [-6.1106, 2.8048, -0.5736], [-5.4514, 4.3583, 2.6039], [-6.9456, 5.1646, 2.4094], [-4.9355, 6.6594, 3.0481], [-5.7615, 7.3387, 1.7911], [-3.1682, 6.4213, 1.3670], [-4.1201, 7.1319, 0.1777], [-3.7234, 4.2352, 0.6285], [-4.1887, 4.9854, -0.8796], [-2.1560, 1.6354, 1.1907], [-3.2048, 0.7524, 1.2822], [-2.2597, 2.1190, -0.1018], [-2.2939, 2.6637, 2.0946], [-0.4522, 0.7687, 1.5741], [0.5462, 1.8491, 1.5245], [-0.6777, 0.1631, 2.8555], [-0.2819, -0.3534, 0.2862], [1.2129, -0.7311, 0.2616], [1.9907, 0.0197, -0.7362], [1.8990, -0.7888, 1.5374], [1.1673, -2.5424, -0.4000], [0.5225, -3.3139, 0.5114], [0.6407, -2.6575, -1.6307], [2.4157, -2.9749, -0.5262], [1.4843, 1.6879, 8.7780], [1.3304, 0.7664, 9.7844], [1.9253, 2.8968, 9.1631], [2.3509, 1.1902, 7.9026], [-0.2856, 1.8505, 7.9199], [-1.1744, 2.5238, 8.9027], [-0.1151, 2.5211, 6.6664], [-0.8630, 0.1230, 7.8278], [-0.8717, -0.2275, 6.2809], [0.3636, 0.0981, 5.6001], [-1.1564, -1.6454, 6.1849], [-2.3643, 0.6342, 5.4950], [-2.0437, 1.7952, 4.9903], [-2.9221, -0.1858, 4.5371], [-3.2467, 0.7683, 6.4694], [-2.0047, 5.8985, -4.8502], [-2.6294, 4.8159, -5.3754], [-0.7562, 6.0043, -5.2319], [-2.6631, 6.9945, -5.3036], [-2.2222, 5.9116, -2.8989], [-3.2457, 6.9167, -2.6070], [-2.5560, 4.5205, -2.4938], [-0.6973, 6.5175, -2.2783], [0.3854, 5.4938, -2.5066], [0.1179, 4.3841, -3.4251], [1.6132, 6.1994, -2.7185], [0.5910, 4.6328, -0.7239], [-0.6107, 4.5391, -0.1555], [1.0690, 3.4326, -0.9705], [1.4636, 5.2405, 0.1247], [7.9134, -0.9979, -5.1088], [7.4669, -0.3862, -6.1938], [8.4615, -2.1982, -5.4061], [8.9412, -0.2915, -4.6074], [6.5992, -1.2986, -3.6894], [6.0851, -2.6554, -3.8647], [7.3935, -0.9943, -2.5232], [5.4638, -0.0167, -4.1123], [4.3330, -0.0700, -3.0052], [4.2944, -1.2603, -2.1233], [4.1497, 1.2231, -2.3628], [2.7945, -0.2555, -4.1810], [2.7068, 0.8122, -5.0838], [2.8672, -1.4333, -4.8920], [1.7555, -0.2735, -3.3489]], "mulliken_spin": [0.000, 0.000, 0.000, 0.000, 0.000, 0.000, 0.000, 0.000, 0.000, 0.000, 0.000, 0.000, 0.000, 0.000, 0.000, 0.000, 0.000, 0.000, 0.000, 0.000, 0.000, 0.000, 0.000, 0.000, 0.000, 0.000, 0.000, 0.000, 0.000, 0.000, -0.001, 0.002, 0.001, 0.000, 0.000, 0.000, 0.000, 0.000, 0.000, 0.000, 0.000, 0.000, 0.000, 0.001, 0.000, 0.001, 0.001, 0.000, 0.000, 0.000, 0.000, 0.000, 0.000, 0.000, 0.000, 0.000, 0.000, 0.000, 0.001, 0.000, 0.000, 0.000, -0.001, 0.000, 0.000, 0.000, 0.000, 0.000, 0.000, 0.000, 0.000, 0.000, -0.001, 0.000, 0.000, 0.000, 0.000, 0.000, 0.000, 0.001, 0.000, 0.000, 0.000, 0.000, 0.000, 0.000, 0.000, 0.000, 0.000, 0.000, 0.000, 0.000, 0.000, 0.000, 0.000, 0.000, 0.000, 0.000, 0.000, 0.000, 0.000, 0.000, 0.000, 0.000, 0.000, 0.000, 0.000, 0.000, 0.000, 0.000, 0.000, 0.000, 0.000, 0.000, 0.000, 0.000, 0.000, 0.000, 0.000, 0.000, 0.000, 0.000, 0.000, 0.000, 0.000, 0.000, 0.000, 0.000, 0.000, 0.000, 0.000, 0.000, 0.000, 0.000, 0.000, 0.000, 0.000, 0.000, 0.000, 0.001, 0.000, 0.000, 0.000, -0.007, 0.009, 0.000, 0.000, 0.000, 0.001, 0.000, 0.000, 0.000, 0.000, 0.000, 0.000, 0.000, 0.000, 0.000, 0.000, 0.000, 0.000, 0.000, 0.000, 0.000, 0.000, 0.000, 0.000, 0.000, 0.000, 0.000, 0.000, 0.000, 0.000, 0.000, 0.000, 0.000, 0.000, 0.000, 0.001, 0.000, -0.003, 0.000, -0.001, -0.001, -0.031, 0.067, 0.046, 0.734, -0.042, 0.055, 0.126, 0.014, 0.002, 0.002, 0.020], "e_homo_ev": [-11.69, -11.69], "homo_lumo_gap_ev": [7.607, 2.939], "multiplicity": 2, "energy_ev": -249279.988, "total_charge": 2}


{"formula": "C20H21Br2F3NO12", "method": "ωB97M-V/def2-TZVPD", "symbols": ["C", "C", "Br", "C", "Br", "C", "C", "N", "C", "C", "C", "C", "C", "O", "O", "C", "O", "H", "H", "H", "H", "H", "H", "H", "H", "H", "H", "H", "H", "C", "C", "O", "C", "O", "O", "F", "H", "H", "H", "C", "C", "O", "C", "O", "O", "F", "H", "H", "H", "C", "C", "O", "C", "O", "O", "F", "H", "H", "H"], "positions_angstrom": [[-2.6927, 1.1911, 1.7503], [-2.9900, -0.2642, 1.8082], [-4.4426, -0.7795, 0.7321], [-2.3260, -1.1500, 2.5551], [-2.8426, -2.9789, 2.6047], [-1.1937, -0.8175, 3.4306], [-1.2664, -1.1884, 4.7660], [-0.2665, -0.9071, 5.6096], [0.8429, -0.2584, 5.2324], [0.9969, 0.1342, 3.9160], [2.2331, 0.8899, 3.5000], [2.1873, 2.3342, 4.0890], [0.7912, 2.8785, 4.1004], [0.0964, 2.8747, 5.0606], [0.3364, 3.3307, 2.8858], [-0.0267, -0.1662, 3.0045], [0.1205, 0.1876, 1.7218], [-3.5938, 1.7673, 1.5865], [-2.1396, 1.5323, 2.6167], [-2.0516, 1.3525, 0.8855], [-2.1147, -1.7043, 5.1814], [-0.3477, -1.2023, 6.5727], [1.6122, -0.0525, 5.9557], [2.2286, 0.9738, 2.4233], [3.1100, 0.3695, 3.8621], [2.8231, 2.9976, 3.5151], [2.4909, 2.2773, 5.1273], [0.1596, 4.2771, 2.9756], [0.3075, -0.5788, 1.1551], [0.5460, 3.3717, -0.8226], [0.6604, 1.9078, -1.1715], [1.2115, 1.9371, -2.4679], [1.9500, 3.0917, -2.5734], [2.7386, 3.3098, -3.4201], [1.6442, 3.9301, -1.5482], [-0.5551, 1.2955, -1.2215], [-0.3904, 3.7962, -1.1884], [0.6414, 3.5657, 0.2428], [1.3167, 1.3369, -0.5106], [0.5032, -3.1370, -2.5713], [-0.0522, -1.7577, -2.3183], [-0.0081, -1.6739, -0.8902], [1.0139, -2.4812, -0.4831], [1.4935, -2.4338, 0.6087], [1.4050, -3.2977, -1.4590], [-1.3383, -1.6355, -2.7225], [-0.2707, -3.9034, -2.5202], [1.0331, -3.2177, -3.5103], [0.5352, -0.9432, -2.7455], [-0.9040, -1.7968, -7.4502], [-1.4505, -2.2102, -6.1019], [-0.2867, -2.7001, -5.4450], [0.7848, -2.0389, -5.9794], [1.8583, -2.0152, -5.4768], [0.4396, -1.4166, -7.1200], [-2.3565, -3.2083, -6.1990], [-0.8860, -2.6341, -8.1482], [-1.4406, -0.9645, -7.8961], [-1.8782, -1.3966, -5.5144]], "lowdin_charge": [-0.106, -0.751, 0.807, -0.681, 0.794, -0.154, 0.020, 0.127, 0.038, -0.104, -0.073, -0.060, -0.530, 0.156, 0.077, -0.180, 0.079, 0.078, 0.080, 0.075, 0.140, 0.186, 0.159, 0.115, 0.132, 0.131, 0.125, 0.133, 0.109, -0.047, -0.323, 0.124, -0.533, 0.210, 0.079, 0.065, 0.150, 0.122, 0.166, -0.023, -0.294, 0.101, -0.554, 0.161, 0.113, 0.085, 0.157, 0.117, 0.172, -0.034, -0.308, 0.097, -0.549, 0.182, 0.092, 0.087, 0.149, 0.144, 0.170], "e_homo_ev": -11.96, "homo_lumo_gap_ev": 8.148, "energy_ev": -195372.633, "total_charge": 1}


{"formula": "C2H9NS", "method": "ωB97M-V/def2-TZVPD", "symbols": ["S", "H", "C", "N", "C", "H", "H", "H", "H", "H", "H", "H", "H"], "positions_angstrom": [[1.1103, 1.0959, 2.1088], [1.2168, 0.5155, 3.3929], [0.9527, -0.5106, -0.8771], [-0.2073, 0.4754, -0.6296], [-1.3925, -0.2555, -0.1829], [1.9258, 0.0734, -1.1358], [0.5226, -1.1242, -1.6607], [1.0788, -1.1526, 0.0632], [0.0391, 1.0591, 0.3489], [-0.2441, 1.0562, -1.4312], [-1.5805, 0.0582, 0.8429], [-2.2392, 0.0224, -0.8080], [-1.1826, -1.3130, -0.0314]], "lowdin_charge": [-0.043, -0.322, -0.074, -0.146, -0.082, 0.124, 0.074, 0.087, -0.014, 0.134, 0.071, 0.098, 0.094], "e_homo_ev": -6.98, "de_lowest_kj_mol": 208.25, "homo_lumo_gap_ev": 7.248, "energy_ev": -14543.135}


{"formula": "C6H7Cl2NP", "method": "ωB97M-V/def2-TZVPD", "symbols": ["C", "C", "C", "C", "C", "C", "N", "P", "Cl", "Cl", "H", "H", "H", "H", "H", "H", "H"], "positions_angstrom": [[2.4373, -1.4068, 0.1084], [2.5202, -0.0262, 0.3577], [1.1832, -2.0829, -0.1279], [1.3481, 0.6919, 0.3616], [0.0699, -1.3935, 0.1193], [0.1153, -0.0099, 0.3808], [-3.6372, 1.9785, -1.3418], [-1.4780, 0.9477, 0.5549], [-2.5141, -0.2440, 1.7248], [-0.9945, 2.4869, 1.6405], [3.3013, -2.0063, -0.1889], [3.4548, 0.5782, 0.2715], [1.3010, -3.1289, -0.4296], [1.3880, 1.8861, 0.4825], [-0.9985, -1.8528, -0.1096], [-4.3661, 1.3271, -1.6338], [-3.1307, 2.2548, -2.1702]], "lowdin_charge": [0.000, -0.062, -0.056, -0.116, -0.145, -0.441, 0.103, 0.257, 0.391, 0.413, 0.122, 0.137, 0.130, 0.139, 0.145, -0.001, -0.015], "e_homo_ev": [-13.68, -13.59], "de_lowest_kj_mol": 379.49, "homo_lumo_gap_ev": [5.982, 8.852], "energy_ev": -42149.349, "total_charge": 1}